Record 1
Computed, not measured: a structure of composition C34H43BBeF4N5O3, with ωB97M-V/def2-TZVPD.

The geometry in XYZ format:
```
91
Properties=species:S:1:pos:R:3
Be -1.614 0.553 -1.458
B -0.811 -1.441 0.613
F -0.346 -2.664 0.172
F -2.040 -1.210 0.172
F -0.675 -1.394 1.909
F -0.065 -0.389 0.111
N 0.772 0.569 -2.756
C 1.102 1.526 -3.635
C 2.352 1.574 -4.347
C 3.317 0.639 -3.953
C 2.973 -0.255 -3.002
C 1.741 -0.309 -2.427
H 0.262 2.176 -3.833
H 2.660 2.318 -5.068
H 4.351 0.762 -4.240
H 3.776 -0.905 -2.687
H 1.601 -1.040 -1.645
N 3.635 -2.649 2.737
C 2.790 -3.124 1.867
C 3.237 -3.894 0.751
C 4.632 -4.171 0.700
C 5.514 -3.753 1.660
C 4.974 -3.019 2.759
H 1.819 -2.687 2.048
H 2.501 -4.150 0.003
H 5.119 -4.712 -0.098
H 6.578 -3.891 1.790
H 5.622 -2.578 3.502
N -3.193 1.315 0.581
C -4.457 1.652 0.333
C -5.417 2.001 1.277
C -4.946 1.996 2.612
C -3.620 1.516 2.953
C -2.775 1.280 1.878
H -4.808 1.591 -0.687
H -6.446 2.201 1.018
H -5.585 2.220 3.454
H -3.343 1.503 3.996
H -1.768 0.932 2.055
N -0.650 2.922 -0.666
C -1.384 4.100 -0.680
C -0.867 5.316 -0.274
C 0.469 5.374 0.143
C 1.234 4.217 0.170
C 0.634 3.007 -0.279
H -2.391 3.997 -1.055
H -1.500 6.187 -0.185
H 0.852 6.325 0.483
H 2.282 4.305 0.416
H 1.089 2.031 -0.363
N -0.333 2.037 4.135
C -0.418 2.619 5.347
C -0.218 1.918 6.520
C 0.151 0.609 6.413
C 0.360 -0.012 5.171
C 0.051 0.755 4.034
H -0.641 3.667 5.214
H -0.314 2.549 7.392
H 0.292 -0.050 7.258
H 0.632 -1.056 5.125
H 0.098 0.373 3.024
C 5.526 0.859 -0.174
C 4.163 1.206 0.296
O 3.786 2.375 0.208
C 3.389 0.143 1.075
H 5.599 0.685 -1.247
H 5.986 0.001 0.316
H 6.096 1.752 0.084
H 3.594 -0.859 0.698
H 2.314 0.312 1.023
H 3.698 0.092 2.119
C -5.620 -0.632 -3.479
C -4.695 -1.302 -2.452
O -3.679 -0.760 -2.025
C -5.068 -2.677 -1.959
H -6.122 -1.261 -4.214
H -5.018 -0.015 -4.146
H -6.307 -0.018 -2.897
H -6.125 -2.710 -1.695
H -4.412 -3.034 -1.165
H -4.823 -3.420 -2.719
C -0.567 -2.694 -4.727
C -1.138 -2.728 -3.332
O -1.131 -1.726 -2.662
C -1.555 -3.981 -2.632
H -0.421 -1.632 -4.926
H -1.473 -2.928 -5.287
H 0.233 -3.366 -5.037
H -2.453 -4.333 -3.140
H -1.737 -3.798 -1.573
H -0.884 -4.825 -2.791
```

Values from the calculation:
HOMO = -10.903 eV
LUMO = -4.55 eV
HOMO-LUMO gap = 6.4 eV
net charge = +1
max |F| = 4.1 eV Å⁻¹

The net atomic charges from Löwdin, expressed in e, are: 1.032 -1.582 0.150 0.196 0.233 0.125 0.045 -0.113 -0.008 -0.065 -0.087 -0.124 0.099 0.105 0.118 0.115 0.114 0.024 -0.175 -0.029 -0.095 -0.084 -0.090 0.101 0.091 0.097 0.099 0.095 0.050 -0.170 -0.045 -0.024 -0.008 -0.100 0.093 0.105 0.101 0.103 0.082 0.029 -0.124 -0.058 -0.049 -0.018 -0.110 0.095 0.108 0.113 0.095 0.079 0.039 -0.152 -0.081 -0.082 -0.033 -0.141 0.101 0.105 0.105 0.104 0.076 -0.020 -0.464 0.037 -0.007 0.079 0.083 0.093 0.059 0.064 0.094 0.000 -0.424 0.001 0.004 0.088 0.081 0.093 0.097 0.090 0.088 0.010 -0.474 0.011 0.008 0.081 0.089 0.097 0.082 0.086 0.096

---

Record 2
Computed, not measured: a structure of composition ClH10O5Zn, with ωB97M-V/def2-TZVPD.

The geometry in XYZ format:
```
17
Properties=species:S:1:pos:R:3
Zn 2.032 1.948 1.465
Cl 0.470 0.636 0.630
O -1.187 1.894 -2.014
H -2.149 1.881 -2.003
H -0.925 1.468 -1.195
O -2.436 1.542 2.171
H -1.529 1.336 1.935
H -2.433 2.472 2.419
O 2.142 -2.420 -0.016
H 1.343 -1.928 0.187
H 2.549 -1.940 -0.746
O -1.277 -2.077 1.722
H -1.729 -2.547 1.014
H -0.883 -1.310 1.302
O 1.816 -0.656 -2.332
H 2.491 -0.287 -2.911
H 1.705 -0.012 -1.628
```

Values from the calculation:
HOMO = -14.107 eV
LUMO = -10.11 eV
HOMO-LUMO gap = 4.0 eV
net charge = +1
max |F| = 2.0 eV Å⁻¹

The net atomic charges from Löwdin, expressed in e, are: 1.094 0.258 -0.061 0.051 -0.078 -0.052 -0.077 0.041 -0.058 -0.038 0.005 -0.043 0.055 -0.075 -0.045 0.062 -0.040

---

Record 3
Computed, not measured: an isolated molecule of C6H6O2S, with ωB97M-V/def2-TZVPD.

The geometry in XYZ format:
```
15
Properties=species:S:1:pos:R:3
C 0.905 0.884 -0.418
C 1.628 0.457 0.756
C -0.409 0.617 -0.561
C 1.306 -0.753 1.174
C -1.044 -0.538 0.217
C 0.072 -1.471 0.573
O 1.274 -3.168 2.452
O 0.004 -1.113 3.401
S 0.632 -1.878 2.339
H 1.513 1.575 -0.957
H 2.407 1.068 1.340
H -0.814 1.135 -1.416
H -1.517 -0.124 1.029
H -1.644 -1.106 -0.409
H 0.376 -2.291 -0.212
```

Values from the calculation:
HOMO = -9.340 eV
LUMO = 0.08 eV
HOMO-LUMO gap = 9.4 eV
max |F| = 3.0 eV Å⁻¹
SMILES string = O=S1(=O)C2=CC=CC[C@@H]21

The net atomic charges from Löwdin, expressed in e, are: -0.105 -0.077 -0.031 -0.271 -0.148 -0.232 -0.317 -0.311 0.777 0.098 0.149 0.102 0.097 0.095 0.173

---

Record 4
Computed, not measured: a structure of composition C33H55As2Cl2N2O10PtSbSi3, with ωB97M-V/def2-TZVPD.

The geometry in XYZ format:
```
109
Properties=species:S:1:pos:R:3
Pt 0.149 1.028 1.347
N 1.281 1.656 3.496
N 2.558 2.048 3.088
C 3.014 1.816 1.808
O 4.189 2.005 1.542
O 2.135 1.417 0.917
H 0.809 2.416 3.974
H 1.291 0.843 4.106
H 3.264 2.241 3.782
C -0.632 -0.020 -5.013
Si 0.955 0.897 -4.643
C 1.021 2.388 -5.765
C 2.512 -0.121 -4.845
Sb 0.903 1.486 -2.071
Si 2.978 3.167 -1.634
C 2.610 4.290 -0.215
C 4.517 2.154 -1.602
C 2.644 4.065 -3.240
Si -1.667 2.196 -1.945
C -1.882 3.115 -3.558
C -1.918 3.418 -0.576
C -2.622 0.604 -1.824
H -0.452 -0.746 -5.809
H -1.389 0.673 -5.385
H -1.047 -0.543 -4.156
H 0.761 2.012 -6.759
H 2.009 2.839 -5.841
H 0.296 3.166 -5.520
H 2.518 -0.629 -5.812
H 2.639 -0.872 -4.064
H 3.387 0.533 -4.818
H 2.637 3.794 0.751
H 1.650 4.793 -0.351
H 3.389 5.061 -0.223
H 4.660 1.746 -0.600
H 5.366 2.802 -1.840
H 4.498 1.351 -2.340
H 1.590 4.248 -3.468
H 3.112 3.576 -4.094
H 3.106 5.052 -3.124
H -1.199 3.963 -3.644
H -2.893 3.535 -3.527
H -1.815 2.503 -4.456
H -1.339 4.327 -0.742
H -1.712 3.037 0.422
H -2.979 3.693 -0.597
H -2.784 0.157 -2.805
H -3.599 0.825 -1.384
H -2.141 -0.115 -1.160
Cl 0.092 4.251 2.175
C 0.340 6.017 2.019
Cl -0.294 6.660 0.510
H 1.407 6.197 2.064
H -0.186 6.481 2.844
C -2.710 -0.784 4.772
O -1.959 -1.474 3.749
C -0.655 -1.404 3.831
O -0.012 -0.750 4.618
C 0.034 -2.245 2.787
C 0.321 -3.528 2.983
As 1.336 -4.704 1.803
C 0.007 -6.137 1.646
C 0.946 -3.805 0.084
C 0.685 -2.504 -0.153
As 0.806 -1.251 1.315
C 2.690 -1.373 1.760
C 0.508 -2.018 -1.540
O 0.756 -0.875 -1.974
O 0.086 -2.990 -2.304
C 0.125 -2.982 -3.743
C 1.086 -4.823 -1.029
O 0.230 -5.626 -1.247
O 2.235 -4.830 -1.719
C 3.372 -4.065 -1.294
C -0.027 -4.163 4.309
O -0.849 -3.748 5.076
O 0.750 -5.224 4.520
C 0.557 -5.900 5.785
H -2.877 0.242 4.449
H -2.167 -0.807 5.712
H -3.651 -1.316 4.854
H -0.026 -6.625 2.617
H 0.340 -6.846 0.894
H -0.968 -5.744 1.375
H 2.952 -2.427 1.834
H 2.851 -0.897 2.727
H 3.292 -0.877 1.002
H 0.375 -4.003 -4.018
H 0.874 -2.284 -4.099
H -0.861 -2.723 -4.114
H 4.159 -4.305 -2.002
H 3.686 -4.358 -0.293
H 3.171 -2.992 -1.325
H 1.257 -6.728 5.779
H -0.468 -6.253 5.860
H 0.771 -5.215 6.601
C -1.754 0.761 1.548
C -2.966 0.709 1.610
C -4.388 0.652 1.689
C -5.148 1.827 1.667
C -6.528 1.762 1.738
C -7.164 0.531 1.836
C -6.417 -0.640 1.862
C -5.036 -0.586 1.788
H -4.645 2.784 1.609
H -7.112 2.672 1.726
H -8.243 0.484 1.895
H -6.915 -1.597 1.941
H -4.445 -1.492 1.806
```

Values from the calculation:
HOMO = -12.110 eV
LUMO = -7.26 eV
HOMO-LUMO gap = 4.8 eV
net charge = +2
max |F| = 1.4 eV Å⁻¹

Atomic partial charges in e from the Löwdin method, atoms 1 to 99: 0.795 -0.018 0.006 -0.768 0.044 -0.394 0.062 0.071 0.159 -0.209 0.402 -0.198 -0.213 1.324 0.468 -0.193 -0.177 -0.207 0.405 -0.201 -0.229 -0.188 0.055 0.035 -0.002 0.057 0.028 0.025 0.052 0.014 0.035 0.000 -0.001 0.071 0.021 0.060 0.031 0.028 0.031 0.062 0.037 0.059 0.009 -0.005 -0.043 0.059 0.032 0.050 0.016 0.583 -0.933 0.574 0.035 0.036 0.011 -0.026 -0.589 0.099 -0.232 -0.277 1.337 -0.238 -0.271 -0.252 1.238 -0.201 -0.453 -0.164 -0.006 0.043 -0.570 0.153 -0.003 -0.020 -0.512 0.169 -0.104 0.008 0.094 0.102 0.104 0.032 0.036 0.056 0.012 0.055 0.046 0.120 0.074 0.104 0.108 0.089 0.086 0.102 0.105 0.105 -0.279 -0.143 -0.268

---

Record 5
Computed, not measured: an isolated molecule of C5H6O, with ωB97M-V/def2-TZVPD.

The geometry in XYZ format:
```
12
Properties=species:S:1:pos:R:3
C 0.847 -1.493 -0.823
C 0.132 -0.333 -0.235
C 0.003 0.024 1.061
C -0.604 1.326 1.073
C -0.882 1.593 -0.224
O -0.426 0.602 -1.041
H 1.234 -2.119 -0.011
H 1.709 -1.134 -1.396
H 0.213 -2.096 -1.477
H -0.029 -0.772 1.781
H -0.757 2.000 1.908
H -1.440 2.375 -0.713
```

Values from the calculation:
HOMO = -8.481 eV
LUMO = 1.12 eV
HOMO-LUMO gap = 9.6 eV
max |F| = 1.2 eV Å⁻¹
SMILES string = Cc1ccco1

The net atomic charges from Löwdin, expressed in e, are: -0.016 -0.358 -0.052 -0.065 -0.127 0.034 0.086 0.088 0.082 0.109 0.102 0.118

---

Record 6
Computed, not measured: a cluster of 2 separate species, C2H5O2S2 in total, with ωB97M-V/def2-TZVPD.

The geometry in XYZ format:
```
11
Properties=species:S:1:pos:R:3
C -1.498 -0.181 -0.009
C -0.134 0.626 0.062
O 1.130 -1.107 -1.360
O 1.074 -1.542 1.144
S 3.491 1.358 0.136
S 1.345 -0.591 0.025
H -1.606 -0.269 -1.015
H -1.500 -1.083 0.418
H -2.279 0.356 0.320
H -0.208 1.070 0.956
H 0.185 1.361 -0.679
```

Values from the calculation:
HOMO (alpha / beta) = -4.120 / -4.157 eV
LUMO (alpha / beta) = 2.31 / 2.47 eV
HOMO-LUMO gap (alpha / beta) = 6.4 / 6.6 eV
net charge = -1
max |F| = 5.3 eV Å⁻¹

The net atomic charges from Löwdin, expressed in e, are: -0.093 -0.285 -0.504 -0.494 -0.320 0.532 0.032 0.026 0.025 0.014 0.068

---

Please write out number 5 again, unchanged.
Computed, not measured: an isolated molecule of C5H6O, with ωB97M-V/def2-TZVPD.

The geometry in XYZ format:
```
12
Properties=species:S:1:pos:R:3
C 0.847 -1.493 -0.823
C 0.132 -0.333 -0.235
C 0.003 0.024 1.061
C -0.604 1.326 1.073
C -0.882 1.593 -0.224
O -0.426 0.602 -1.041
H 1.234 -2.119 -0.011
H 1.709 -1.134 -1.396
H 0.213 -2.096 -1.477
H -0.029 -0.772 1.781
H -0.757 2.000 1.908
H -1.440 2.375 -0.713
```

Values from the calculation:
HOMO = -8.481 eV
LUMO = 1.12 eV
HOMO-LUMO gap = 9.6 eV
max |F| = 1.2 eV Å⁻¹
SMILES string = Cc1ccco1

The net atomic charges from Löwdin, expressed in e, are: -0.016 -0.358 -0.052 -0.065 -0.127 0.034 0.086 0.088 0.082 0.109 0.102 0.118